169
Properties=species:S:1:pos:R:3:forces:R:3:lowdin_charge:R:1 method="wB97M-V/def2-TZVPD" e_tot_ha=-5571.0793 lumo_ev=-0.98 total_charge=0 gap_ev=7.410
H 1.914015 -5.786407 1.197783 -1.0 1.6 -0.3 0.10
H 6.413811 4.536738 -8.198630 0.1 -0.1 0.1 0.09
C 3.426854 6.904208 -4.833185 -0.1 -0.2 0.1 0.02
O 5.262708 2.709404 -0.846638 -1.8 -1.4 0.9 -0.12
H -2.013375 5.512093 4.099330 -0.1 0.1 0.0 0.10
H 6.201109 -4.949538 4.794376 -0.9 1.3 -0.4 0.06
N -7.018844 -4.359444 -2.669846 0.2 0.0 0.1 -0.42
H 2.771861 -6.856126 4.989084 0.0 -0.2 0.2 0.10
H 2.316010 8.059684 -1.057425 0.2 -1.9 0.7 0.10
C 3.075915 2.767903 0.488202 0.3 -2.4 1.0 -0.01
C 2.797528 4.263354 -0.027119 -0.3 -0.1 -0.6 -0.11
N -4.057295 5.135661 4.346746 -0.3 -0.2 0.2 -0.42
O 1.843080 -4.476551 7.185413 -0.3 1.0 0.4 0.01
H -15.335159 -4.497592 -1.547942 0.1 0.1 0.1 0.10
C -8.203701 -0.480421 -4.090039 0.3 0.0 0.3 0.04
H -8.379886 0.593225 -4.142988 0.0 -0.1 -0.1 0.10
N 4.446049 7.131129 -5.891508 0.2 0.0 -0.3 -0.44
H 3.015869 5.902794 -4.950387 0.2 0.1 -0.1 0.09
H 6.208298 2.610876 -2.782542 -1.0 -0.5 1.6 0.14
H -12.746747 -0.064466 0.208986 0.1 -0.2 -0.1 0.11
O -4.454396 5.388615 3.217109 0.8 0.6 0.9 0.01
C -8.302078 -4.762902 -3.299523 -0.2 0.0 -0.3 0.04
C -3.096202 0.979604 1.548239 2.7 -0.4 -0.1 -0.08
C -1.008705 -2.517076 2.743079 0.0 0.2 -0.3 -0.03
H -4.547338 2.284753 0.307721 0.3 -1.0 1.4 0.12
O -9.886867 -0.932281 -5.605610 0.1 -0.3 0.6 0.07
C 1.336407 -0.217824 2.780705 0.5 -0.6 0.5 -0.23
H 5.777771 3.120730 -9.094844 0.0 0.0 0.2 0.10
O -9.982617 -1.906733 -3.664683 0.1 0.2 -0.5 0.03
O -13.513547 -3.113666 0.678079 -0.4 0.1 -0.5 0.07
C 2.104524 1.990977 1.417776 2.4 -1.4 -1.0 0.03
C -1.961151 2.039799 1.562953 1.3 -3.2 1.4 -0.13
H -0.840446 -4.551437 -0.676134 0.1 -0.8 1.4 0.09
O 1.181480 0.128863 -6.586705 -0.1 0.0 0.6 0.06
N 0.026950 -4.643781 1.363152 -0.2 0.7 -0.8 -0.17
O 0.057963 -2.445528 0.531712 -0.9 -2.3 3.3 0.00
O 5.257019 -6.384964 6.603826 -0.3 -0.6 0.0 0.05
O 6.235651 3.280294 -5.936462 -0.2 0.0 -1.0 0.03
C 1.528584 -1.495939 -4.984729 0.1 -0.3 0.3 0.04
H 4.535289 -4.431317 4.140998 1.6 0.6 0.4 0.07
H 3.124112 -5.457351 6.047274 0.2 -0.4 0.0 0.05
N 9.574090 2.408335 -2.611059 -0.1 -0.1 -0.2 -0.43
O 0.721613 0.624526 -4.523588 0.1 -0.1 -0.4 0.05
C -0.926862 -5.153026 0.300814 -0.9 -0.1 -0.3 -0.10
H 11.618848 1.417369 3.087653 -0.1 -0.1 -0.1 0.10
H 3.925206 7.006150 -3.869850 0.0 0.1 -0.1 0.09
H -13.779028 -5.133702 -0.927102 -0.1 0.0 0.2 0.10
H -0.739101 -6.256340 0.065287 -0.2 1.6 0.6 0.10
C 2.362713 4.428816 -1.515767 0.7 4.6 3.3 0.05
N -14.257416 -3.202607 -0.283835 0.0 0.2 0.1 -0.44
H -0.277007 -2.596622 3.626787 -1.0 0.3 -1.4 0.10
C 6.363489 3.448989 -8.238095 0.0 0.0 -0.3 0.05
H 2.206980 3.573871 -2.246168 0.3 1.2 1.3 0.10
C 5.573018 -4.048007 4.475679 -0.2 -0.1 -0.2 -0.20
C 4.491375 1.601653 -4.439540 -1.5 -0.2 1.3 -0.06
N 1.105497 -0.132836 -5.398307 0.0 0.2 -0.2 -0.45
H 3.295074 5.187619 2.078964 -0.6 0.3 -2.0 0.13
H -2.000318 -5.026122 0.669263 1.4 -0.3 -0.4 0.08
H -7.428114 -0.789656 -4.789905 -0.1 0.1 0.0 0.10
H 1.437775 -4.902300 -0.337555 -0.2 0.3 1.7 0.10
H -12.437057 -1.315586 -1.043394 0.0 0.1 0.2 0.07
C -2.773770 -0.514404 1.925466 1.7 1.8 0.1 -0.11
O 4.651618 6.219337 -6.677335 0.0 0.5 0.3 0.05
C 9.292396 2.842160 -1.217748 -0.4 0.3 -0.2 0.03
O 12.276160 2.250285 0.277385 -0.6 -0.2 0.2 0.08
O 0.597741 3.794619 2.369345 0.5 -4.1 -1.5 0.05
O 9.063246 1.361443 -2.988709 0.4 0.6 0.0 0.05
C -5.241280 2.044367 2.514688 0.6 0.5 -0.3 -0.25
O 10.297231 3.129752 -3.278305 -0.4 -0.5 0.2 0.06
O -6.329812 -3.551257 -3.272894 -0.2 -0.4 0.5 0.05
C 2.435367 6.952853 -0.749765 -0.3 -1.1 -1.0 -0.14
O 4.547372 -0.150771 -2.719671 -1.3 0.7 0.5 -0.10
H 8.641325 2.109405 -0.747584 0.1 0.1 -0.2 0.08
C 0.711544 2.610866 1.964831 -0.4 1.3 0.4 -0.22
H 11.832922 -0.082241 2.117551 -0.1 0.2 0.1 0.10
H 0.220576 -2.957135 5.841277 0.0 -0.1 0.2 0.08
H 3.893763 -0.499100 -2.075482 0.6 0.5 -0.5 0.09
H 10.240652 2.903597 -0.697389 -0.2 0.2 -0.4 0.06
H -7.948106 -0.779239 -3.074970 -0.1 0.0 -0.1 0.09
I -2.986566 -1.397579 -1.185698 -0.3 -0.3 0.4 0.85
C -4.023800 -1.548126 1.837595 1.1 0.8 0.4 -0.20
H 3.370524 1.682584 -2.516222 1.5 -0.6 0.0 0.13
H 2.301508 -6.892837 6.725109 0.1 0.0 -0.1 0.10
C 4.401419 1.311930 -2.834687 0.9 -0.3 -1.5 -0.32
H 1.406527 -1.589233 -3.906988 0.0 0.1 -0.2 0.09
H -0.253322 -2.992858 7.576369 0.1 -0.1 -0.1 0.10
H 4.608440 2.714649 -4.653496 0.0 -1.8 0.5 0.06
H 7.359044 3.007019 -8.258642 -0.1 0.1 0.1 0.10
H 6.374754 1.122338 -1.727617 -1.4 1.1 -0.7 0.12
H -1.966559 -3.080523 3.063243 1.6 0.8 -0.7 0.12
H 2.649454 7.657449 -4.958839 0.2 0.0 0.1 0.11
N 11.501483 1.662739 1.014621 0.1 0.0 0.0 -0.42
H 13.152719 1.126956 2.207395 -0.2 0.0 -0.1 0.10
N 5.693757 2.986709 -6.994947 -0.3 -0.1 0.2 -0.41
H 4.496038 -2.249549 0.863972 -0.4 0.9 1.5 0.10
C 2.980405 5.397949 0.993503 -0.8 0.2 -3.5 -0.06
O -2.119686 3.413724 1.212626 -0.4 -2.0 0.8 -0.01
H 0.575622 -1.555178 6.898992 0.1 -0.2 0.0 0.10
C 2.170177 5.948191 -1.885743 1.2 -2.2 3.5 -0.04
C 5.626045 1.950224 -2.034233 0.8 -0.7 -1.0 -0.14
H 6.294153 -3.761678 2.283159 0.1 0.5 1.5 0.08
H -9.103171 -4.491096 -2.613289 0.1 -0.1 0.0 0.10
H 2.574354 -1.614694 -5.266458 -0.1 0.0 -0.1 0.10
O -10.092762 0.564934 -1.054527 -0.1 -0.5 0.4 0.04
C -4.224605 -2.245855 0.401342 -1.0 -1.0 0.5 -0.69
H 1.883711 6.271301 -2.947773 0.4 -0.4 2.1 0.07
O 5.003116 8.215500 -5.895765 -0.2 -0.6 -0.1 0.07
C -12.214354 -0.304290 -0.710289 -0.2 0.2 -0.2 0.03
C 4.374905 2.001205 0.035348 -1.3 -1.2 1.0 -0.12
H -12.447273 0.418179 -1.490434 0.2 -0.1 0.1 0.10
H 5.389527 -3.361116 5.384692 0.5 -1.1 -1.5 0.08
H 7.411047 -3.082758 3.624858 -1.8 0.1 -0.7 0.08
O 2.705166 -2.501214 7.461120 -0.4 -0.6 -0.1 0.09
H -6.436058 -1.605806 0.583539 1.0 -0.8 -1.2 0.08
N -9.463028 -1.163306 -4.486665 -0.2 0.0 -0.1 -0.43
H -2.575203 5.493483 5.801226 -0.1 0.0 -0.2 0.10
O 4.405080 -8.365768 6.329535 0.1 0.6 0.0 0.05
N -5.800338 3.423235 2.328129 -0.3 -1.7 -1.0 -0.04
C 2.439682 0.511658 1.844900 1.0 1.0 -1.1 0.01
C -0.198196 0.091445 2.374037 -2.7 1.1 -0.9 0.02
H 8.804330 3.815779 -1.267988 0.1 0.0 -0.1 0.11
H -5.011824 4.014731 2.030038 -0.9 -0.5 0.1 0.03
C 4.126868 -1.712889 1.817327 -0.5 -0.1 -0.8 -0.44
H -15.204112 -5.012318 0.163688 0.2 0.0 0.0 0.10
C -4.564954 1.494637 1.134426 0.3 -1.4 1.0 -0.13
O -6.749838 -4.868717 -1.590714 -0.1 0.3 -0.8 0.05
C 4.716285 0.551441 0.468787 -3.1 2.1 1.0 0.06
N 2.792672 6.751172 0.607192 -0.4 -3.4 -2.6 0.01
H -2.543272 3.921307 1.942321 0.4 -0.7 -0.6 0.10
H -3.861845 -2.344267 2.651201 -0.3 1.1 -1.3 0.10
C -0.533675 1.573069 1.959970 -0.9 -1.7 0.1 0.05
H -5.223395 0.634099 0.728714 1.3 1.3 0.6 0.09
C -5.779514 -2.253778 -0.103725 0.2 -0.5 0.4 -0.17
S 5.513177 -1.567843 3.087038 0.0 -0.2 -0.5 0.80
H 3.447629 1.314052 -4.842384 1.7 0.3 0.4 0.07
H 5.700455 0.115566 0.071222 -1.8 0.5 0.9 0.12
H 5.276547 0.946124 -4.949165 -1.0 1.2 0.9 0.10
O 4.653953 2.349475 -7.120881 0.8 0.6 0.1 0.05
C 6.314249 -3.242360 3.300857 -0.4 -0.6 0.5 -0.52
H -6.028228 1.314131 2.916462 1.1 1.1 -0.7 0.12
H 2.098889 -3.916031 1.056446 -1.2 -1.5 -0.1 0.08
H 3.240008 -2.321175 2.228005 1.3 1.2 -0.5 0.06
O 10.291495 1.587556 0.863840 1.0 -0.4 0.7 0.03
O 1.664513 -0.969822 3.731774 -1.3 2.2 -3.2 0.03
H -6.461562 3.376706 1.527014 0.6 0.1 0.7 0.08
H -4.410454 2.138742 3.307234 -1.3 -0.3 -1.1 0.11
C -0.276162 -3.199988 1.485107 0.7 2.5 -2.9 -0.35
N 1.785749 -3.253273 7.195034 0.3 0.3 0.1 -0.41
C 0.477666 -2.638087 6.850538 -0.2 0.3 0.0 0.05
C -14.679083 -4.570873 -0.682510 -0.2 -0.2 -0.2 0.05
C 3.729446 -0.224461 1.402595 -0.3 3.1 -1.0 -0.16
C 12.074671 0.976591 2.201810 0.3 -0.1 0.2 0.05
H 0.893628 -2.209849 -5.508241 0.1 0.1 -0.1 0.10
H -4.966384 -0.971509 2.123724 1.3 -0.8 -0.4 0.09
N -10.758819 -0.238857 -0.415976 0.2 0.1 0.0 -0.44
H -3.882056 -3.342622 0.504183 -0.4 1.8 -0.4 0.07
C 3.029728 -6.536079 5.998685 0.1 0.0 -0.3 0.02
C 1.416756 -4.814218 0.814741 1.5 -0.2 -0.7 -0.11
H -6.161871 -3.328472 -0.021012 0.5 1.6 -0.1 0.06
N 4.341369 -7.146494 6.339762 0.2 -0.1 0.0 -0.43
H -8.266409 -5.839860 -3.460449 0.0 0.1 0.2 0.10
O -10.335987 -0.993919 0.443164 0.0 0.5 -0.5 0.06
O -14.684022 -2.268131 -0.945250 0.2 -0.3 0.4 0.05
H -5.880688 -1.955736 -1.209282 0.2 -0.3 1.9 0.03
H -2.980912 6.884115 4.746089 0.0 -0.1 -0.1 0.10
C -1.328005 -0.979280 2.359220 -0.6 2.9 -0.4 -0.05
O -4.595271 4.383166 5.139467 0.2 0.4 -0.5 0.08
C -2.806218 5.809622 4.785651 0.2 0.0 0.2 0.05
H -8.409479 -4.235521 -4.245323 0.1 0.0 0.2 0.09